## one
# CH6N2O2S

A single CH6N2O2S molecule (ωB97M-V with the def2-TZVPD basis set, OMol25).

Values from the calculation:
LUMO = 0.0224 Ha
Gap between HOMO and LUMO = 0.3429 Ha
HOMO = -0.3205 hartree

Last column: Löwdin charge in e.
Positions of all 12 atoms, in Å:
C1 -0.50 -0.05 -0.36  -0.67
N1 -0.98 -1.33 -0.57  0.00
N2 -0.87 0.62 0.83  0.02
O1 1.66 -0.87 0.91  -0.51
O2 1.88 1.23 -0.42  -0.36
S1 1.37 -0.36 -0.47  0.91
H1 -0.85 0.79 -1.11  0.16
H2 -0.85 -1.93 0.26  0.09
H3 -1.98 -1.30 -0.81  0.10
H4 2.67 1.50 -0.98  0.09
H5 -0.89 1.61 1.06  0.09
H6 -0.65 0.07 1.67  0.09

## two
# CH6N2O2S

2 unconnected molecules or ions with the total composition CH6N2O2S (ωB97M-V with the def2-TZVPD basis set, OMol25).

Values from the calculation:
LUMO (alpha / beta) = -0.0208 / -0.0208 Ha
Gap between HOMO and LUMO (alpha / beta) = 0.3543 / 0.3542 Ha
HOMO (alpha / beta) = -0.3751 / -0.3751 hartree

Last column: Löwdin charge in e.
Positions of all 12 atoms, in Å:
C1 -0.27 -0.11 1.02  -0.10
N1 -1.86 -0.23 -0.51  0.07
N2 1.30 0.69 -1.01  -0.04
O1 2.23 -0.60 0.97  -0.29
O2 0.56 -1.74 -0.57  -0.32
S1 1.08 -0.60 0.11  0.52
H1 -0.60 -0.74 1.85  0.08
H2 -0.14 0.92 1.18  0.03
H3 -2.31 -0.99 0.01  0.00
H4 -1.23 -0.43 -1.26  -0.05
H5 0.55 0.72 -1.65  0.04
H6 1.49 1.54 -0.56  0.05

The structure with the greatest stability is one.

## one
# C28H80N4O10

10 unconnected molecules or ions with the total composition C28H80N4O10 (ωB97M-V with the def2-TZVPD basis set, OMol25).

Values from the calculation:
LUMO = 0.0203 Ha
Gap between HOMO and LUMO = 0.3469 Ha
SMILES string = COC[C@H](C)N.COC[C@H](C)N.COC[C@H](C)N.COC[C@H](C)N.CCO.CCO.CCO.CCO.CCO.CCO
HOMO = -0.3266 hartree

Last column: Löwdin charge in e.
Positions of all 122 atoms, in Å:
C1 2.65 4.00 1.60  -0.07
C2 1.23 4.39 1.26  -0.35
O1 0.61 5.10 2.27  -0.06
H1 3.11 3.65 0.68  0.08
H2 2.70 3.21 2.36  0.07
H3 3.20 4.89 1.88  0.08
H4 0.70 3.54 0.85  0.09
H5 1.27 5.10 0.43  0.11
H6 1.01 5.97 2.27  0.11
C3 0.52 -0.13 -0.29  -0.05
C4 1.53 0.37 0.77  -0.30
O2 2.85 0.16 0.32  -0.07
H7 0.53 -1.22 -0.26  0.05
H8 0.78 0.31 -1.25  0.05
H9 -0.52 0.01 -0.01  0.06
H10 1.27 -0.14 1.70  0.11
H11 1.42 1.43 0.99  0.08
H12 3.02 -0.79 0.36  0.04
C5 0.26 3.30 -2.06  -0.06
C6 1.49 3.63 -2.93  -0.32
O3 1.67 2.69 -3.95  -0.08
H13 -0.66 3.19 -2.63  0.08
H14 0.09 4.14 -1.38  0.06
H15 0.48 2.32 -1.63  0.05
H16 2.39 3.63 -2.31  0.11
H17 1.38 4.61 -3.39  0.11
H18 1.97 3.14 -4.74  0.08
C7 4.78 -3.00 1.98  -0.06
C8 3.36 -3.28 1.40  -0.30
O4 3.47 -2.87 0.07  -0.13
H19 4.83 -3.42 2.99  0.07
H20 5.11 -1.97 2.07  0.04
H21 5.53 -3.39 1.30  0.07
H22 2.70 -2.55 1.87  0.10
H23 2.92 -4.27 1.50  0.11
H24 2.66 -3.08 -0.40  -0.01
C9 -1.52 -0.12 4.24  -0.07
C10 -1.98 -1.58 3.88  -0.31
O5 -2.09 -1.54 2.50  -0.12
H25 -2.41 0.52 4.23  0.06
H26 -0.77 0.33 3.59  0.05
H27 -1.13 -0.11 5.25  0.06
H28 -2.94 -1.72 4.38  0.10
H29 -1.34 -2.41 4.19  0.10
H30 -2.63 -2.27 2.20  0.00
C11 -2.51 2.25 1.00  -0.08
C12 -1.86 2.99 2.13  -0.30
O6 -1.94 4.41 1.89  -0.09
H31 -3.57 2.46 0.87  0.06
H32 -2.43 1.18 1.23  0.06
H33 -2.03 2.40 0.03  0.06
H34 -0.82 2.74 2.31  0.09
H35 -2.31 2.75 3.09  0.10
H36 -1.12 4.87 2.11  0.02
C13 4.77 0.79 3.45  -0.05
C14 6.26 0.69 3.00  -0.44
C15 6.63 1.66 1.88  -0.19
O7 7.96 1.42 1.40  -0.21
C16 8.09 0.28 0.50  -0.08
N1 7.09 0.89 4.15  0.04
H37 4.57 0.08 4.26  0.07
H38 4.08 0.48 2.67  0.05
H39 4.43 1.74 3.86  0.07
H40 6.43 -0.32 2.64  0.11
H41 6.67 2.72 2.15  0.13
H42 5.94 1.63 1.04  0.12
H43 7.37 0.37 -0.32  0.09
H44 8.00 -0.67 1.01  0.07
H45 9.10 0.24 0.10  0.08
H46 8.07 0.84 3.91  0.07
H47 6.92 1.85 4.42  0.07
C17 0.78 -4.86 -3.14  -0.04
C18 1.67 -3.82 -2.41  -0.39
C19 1.66 -2.43 -3.09  -0.20
O8 0.39 -1.80 -3.13  -0.20
C20 0.29 -0.57 -3.84  -0.08
N2 1.16 -3.57 -1.09  0.04
H48 0.88 -5.82 -2.64  0.08
H49 0.99 -4.84 -4.21  0.08
H50 -0.28 -4.61 -3.07  0.07
H51 2.70 -4.15 -2.39  0.14
H52 2.08 -2.51 -4.09  0.12
H53 2.35 -1.77 -2.57  0.12
H54 0.82 0.17 -3.24  0.06
H55 -0.71 -0.16 -3.69  0.07
H56 0.59 -0.61 -4.88  0.10
H57 0.32 -3.01 -1.14  0.06
H58 0.77 -4.43 -0.75  0.09
C21 -6.08 3.47 -1.40  -0.05
C22 -5.33 2.70 -2.56  -0.42
C23 -4.74 1.37 -2.12  -0.17
O9 -3.96 0.80 -3.20  -0.17
C24 -3.36 -0.38 -2.79  -0.14
N3 -6.34 2.47 -3.56  0.02
H59 -7.00 2.97 -1.11  0.07
H60 -6.52 4.41 -1.74  0.07
H61 -5.48 3.60 -0.50  0.06
H62 -4.61 3.37 -3.03  0.13
H63 -5.43 0.67 -1.65  0.13
H64 -4.07 1.63 -1.30  0.10
H65 -4.02 -1.12 -2.34  0.07
H66 -2.61 -0.10 -2.04  0.09
H67 -2.83 -0.80 -3.65  0.09
H68 -5.81 1.98 -4.28  0.06
H69 -6.53 3.34 -4.05  0.07
C25 -2.56 -3.26 -0.48  -0.05
C26 -3.99 -3.02 0.06  -0.40
C27 -5.05 -3.88 -0.66  -0.19
O10 -6.33 -3.85 -0.01  -0.20
C28 -7.26 -2.82 -0.38  -0.08
N4 -3.91 -3.37 1.49  0.04
H70 -1.90 -2.54 -0.01  0.06
H71 -2.52 -3.15 -1.57  0.07
H72 -2.22 -4.25 -0.19  0.08
H73 -4.30 -1.98 0.01  0.13
H74 -4.79 -4.94 -0.60  0.12
H75 -5.07 -3.72 -1.74  0.12
H76 -6.79 -1.84 -0.42  0.08
H77 -8.11 -2.79 0.30  0.09
H78 -7.69 -3.05 -1.36  0.08
H79 -4.84 -3.27 1.88  0.09
H80 -3.75 -4.36 1.43  0.09

## two
# C28H80N4O10

10 unconnected molecules or ions with the total composition C28H80N4O10 (ωB97M-V with the def2-TZVPD basis set, OMol25).

Values from the calculation:
LUMO = 0.0121 Ha
Gap between HOMO and LUMO = 0.3346 Ha
SMILES string = COC[C@H](C)N.COC[C@H](C)N.COC[C@H](C)N.COC[C@H](C)N.CCO.CCO.CCO.CCO.CCO.CCO
HOMO = -0.3225 hartree

Last column: Löwdin charge in e.
Positions of all 122 atoms, in Å:
C1 1.69 0.11 -0.07  -0.05
C2 0.18 0.08 0.07  -0.39
C3 -0.34 -0.85 1.18  -0.20
O1 -0.32 -2.21 0.78  -0.21
C4 -0.57 -3.05 1.89  -0.10
N1 -0.32 1.47 0.25  0.06
H1 2.10 -0.86 -0.38  0.07
H2 2.25 0.28 0.86  0.06
H3 2.09 0.82 -0.80  0.07
H4 -0.25 -0.32 -0.85  0.12
H5 -1.31 -0.49 1.55  0.12
H6 0.37 -0.82 2.02  0.10
H7 -0.60 -4.04 1.43  0.08
H8 -1.57 -2.80 2.27  0.09
H9 0.12 -2.92 2.73  0.09
H10 0.23 2.12 -0.30  0.05
H11 -0.12 1.64 1.24  0.02
C5 -2.94 -3.00 -1.74  -0.07
C6 -4.35 -3.16 -1.22  -0.43
C7 -5.13 -1.88 -0.90  -0.20
O2 -5.11 -1.06 -2.05  -0.18
C8 -5.49 0.25 -1.75  -0.13
N2 -5.13 -3.99 -2.16  0.04
H12 -2.30 -2.38 -1.11  0.07
H13 -3.00 -2.48 -2.70  0.06
H14 -2.54 -3.99 -1.99  0.09
H15 -4.27 -3.69 -0.25  0.13
H16 -4.70 -1.38 -0.03  0.11
H17 -6.14 -2.24 -0.63  0.13
H18 -4.73 0.79 -1.15  0.09
H19 -6.48 0.35 -1.27  0.09
H20 -5.56 0.86 -2.65  0.08
H21 -5.89 -3.42 -2.51  0.06
H22 -4.60 -4.21 -2.99  0.06
C9 1.05 3.45 5.17  -0.06
C10 0.11 2.85 4.14  -0.41
C11 -0.30 3.77 2.98  -0.21
O3 -0.92 4.91 3.55  -0.20
C12 -1.77 5.60 2.63  -0.09
N3 0.67 1.60 3.56  0.05
H23 1.95 3.95 4.81  0.08
H24 1.30 2.74 5.96  0.08
H25 0.55 4.28 5.69  0.08
H26 -0.82 2.49 4.60  0.13
H27 -1.04 3.29 2.33  0.10
H28 0.58 4.11 2.43  0.13
H29 -1.39 5.65 1.61  0.08
H30 -1.82 6.61 3.05  0.09
H31 -2.76 5.15 2.69  0.08
H32 1.51 1.87 3.04  0.06
H33 1.10 1.10 4.33  0.05
C13 2.16 -6.54 0.13  -0.06
C14 1.99 -5.06 -0.12  -0.43
C15 3.25 -4.34 -0.56  -0.21
O4 4.08 -4.22 0.58  -0.20
C16 5.26 -3.48 0.29  -0.11
N4 0.86 -4.85 -1.04  0.05
H34 2.38 -7.18 -0.72  0.08
H35 1.26 -7.03 0.54  0.07
H36 2.88 -6.67 0.93  0.08
H37 1.74 -4.50 0.79  0.12
H38 3.03 -3.32 -0.92  0.11
H39 3.77 -4.73 -1.44  0.13
H40 5.89 -4.02 -0.43  0.09
H41 5.80 -3.33 1.22  0.08
H42 4.94 -2.50 -0.09  0.08
H43 0.42 -3.95 -0.93  0.05
H44 0.16 -5.56 -0.91  0.06
C17 5.02 2.67 -1.03  -0.09
C18 4.94 2.99 -2.51  -0.33
O5 3.88 2.28 -3.13  -0.08
H45 4.05 2.92 -0.59  0.06
H46 5.79 3.23 -0.51  0.07
H47 5.07 1.59 -0.87  0.07
H48 5.94 2.88 -2.96  0.11
H49 4.81 4.07 -2.63  0.11
H50 4.26 1.41 -3.34  0.09
C19 -2.44 1.96 -3.42  -0.07
C20 -2.51 0.55 -3.95  -0.31
O6 -2.08 0.51 -5.32  -0.09
H51 -1.43 2.38 -3.34  0.06
H52 -2.80 2.05 -2.39  0.07
H53 -3.09 2.54 -4.08  0.08
H54 -3.54 0.19 -4.05  0.11
H55 -1.89 -0.10 -3.33  0.08
H56 -2.14 -0.37 -5.69  0.06
C21 3.58 -1.02 3.20  -0.07
C22 3.59 -0.05 4.38  -0.32
O7 3.73 1.30 3.94  -0.09
H57 4.46 -0.84 2.58  0.08
H58 2.68 -0.84 2.62  0.04
H59 3.61 -2.02 3.62  0.08
H60 4.43 -0.27 5.06  0.11
H61 2.68 -0.23 4.95  0.10
H62 4.42 1.73 4.44  0.08
C23 -0.07 5.22 -2.09  -0.08
C24 1.09 4.28 -2.44  -0.32
O8 1.71 4.74 -3.64  -0.09
H63 0.27 6.24 -1.90  0.07
H64 -0.56 4.72 -1.25  0.06
H65 -0.76 5.24 -2.93  0.07
H66 0.63 3.33 -2.73  0.09
H67 1.79 4.20 -1.61  0.10
H68 2.02 4.00 -4.15  0.07
C25 -3.99 1.50 3.27  -0.08
C26 -4.24 -0.01 3.13  -0.31
O9 -5.47 -0.35 3.77  -0.09
H69 -3.77 1.78 4.30  0.08
H70 -4.78 2.09 2.81  0.08
H71 -3.09 1.61 2.65  0.06
H72 -3.41 -0.58 3.57  0.10
H73 -4.28 -0.38 2.10  0.09
H74 -5.83 0.46 4.14  0.06
C27 -0.39 -2.12 -3.87  -0.09
C28 0.82 -1.23 -4.06  -0.29
O10 1.88 -1.76 -3.25  -0.09
H75 -1.20 -1.78 -4.51  0.05
H76 -0.77 -2.03 -2.85  0.04
H77 -0.20 -3.15 -4.18  0.09
H78 0.63 -0.21 -3.73  0.10
H79 1.08 -1.20 -5.12  0.12
H80 2.70 -1.77 -3.75  0.07

The structure with the greatest stability is one.